Density functional theory data (the ωB97M-V functional and the def2-TZVPD basis) for a structure of composition C18H35N3O2SiZn.

XYZ file:
```
60
Properties=species:S:1:pos:R:3:forces:R:3
Zn 12.0872 6.6597 8.3167 0.14 0.35 -0.25
C 13.3562 5.7181 12.6959 1.14 0.09 0.75
O 13.4768 6.9936 12.0684 -0.02 1.17 -0.04
C 12.7182 7.2656 11.0204 -0.73 0.69 0.81
O 12.0831 6.3933 10.4620 -0.29 -0.29 -0.94
N 12.5805 8.6320 10.7732 1.03 -0.83 0.51
N 12.0611 8.9983 9.5099 0.91 -0.49 0.21
H 12.4651 5.6936 13.3235 -0.05 -0.06 -0.18
H 14.2659 5.7090 13.3403 -0.78 -0.29 -0.38
H 13.4002 4.8851 11.9974 -0.21 0.25 -0.06
H 13.3611 9.1782 11.1728 -0.64 -0.34 -0.48
H 12.8441 9.2067 8.8769 -0.33 -0.21 0.08
H 11.4551 9.7820 9.6311 -0.42 0.47 0.11
C 17.4832 9.1407 10.9631 -1.92 0.26 0.24
C 16.5813 7.9755 10.5993 0.98 0.51 0.06
C 16.7076 6.7315 11.1849 0.09 -0.69 0.54
C 15.8846 5.6923 10.7080 0.86 -0.70 2.10
C 15.9568 4.2857 11.2942 1.46 0.53 0.16
C 15.0552 5.8968 9.6690 -1.40 -0.27 -2.03
C 14.8801 7.1506 9.0639 -0.33 0.03 0.84
C 15.6159 8.1877 9.6356 -0.20 1.09 -1.33
N 13.9094 7.3805 8.0791 0.46 0.02 -0.76
C 14.5115 7.4529 6.6832 -0.91 0.98 1.85
C 15.7292 8.3778 6.5704 -0.55 -0.43 -0.02
C 14.8641 6.0650 6.2289 -0.46 0.85 -0.95
C 13.4580 8.1273 5.8271 0.36 -0.62 -1.11
H 16.7995 9.9555 11.2324 0.25 0.27 -0.30
H 18.1662 9.4877 10.2064 0.13 -0.12 -0.44
H 17.9929 8.9608 11.8643 1.02 -0.47 1.08
H 17.4198 6.5634 12.0321 -0.67 0.11 -0.91
H 15.0592 3.6971 11.3695 -0.59 0.12 -0.43
H 16.3886 4.2624 12.3107 0.09 0.17 -0.49
H 16.6423 3.7969 10.5990 0.04 -0.60 0.36
H 14.4804 5.0521 9.2424 0.26 0.47 0.37
H 15.4762 9.2196 9.2147 0.19 -1.00 0.44
H 16.6091 8.0417 7.0807 0.46 -0.38 0.37
H 15.5297 9.4018 6.8851 -0.15 -0.01 -0.18
H 15.8945 8.3061 5.5116 0.67 0.60 -0.61
H 15.7205 5.7409 6.7755 0.38 -0.74 0.65
H 15.1908 6.1643 5.1903 -0.23 -0.54 -0.19
H 13.9546 5.4681 6.3568 0.52 -0.39 -0.24
H 13.3279 9.1311 6.1943 -0.21 0.47 -0.15
H 12.5189 7.6158 5.8026 -0.82 -0.43 0.50
H 13.7345 8.0975 4.7566 0.23 0.46 0.40
C 7.3950 6.5179 6.8308 1.21 1.03 -1.82
Si 8.9654 7.1494 7.7221 0.39 -0.86 -0.67
C 9.4681 8.8322 6.9526 -1.82 -0.86 1.03
C 8.5747 7.2379 9.5334 -0.54 1.53 -0.39
C 10.4163 5.9592 7.4958 0.22 1.76 -0.18
H 6.5664 7.1479 7.0606 -0.88 0.35 0.67
H 7.1922 5.4856 7.0751 -0.16 -0.27 -0.13
H 7.4615 6.7007 5.6963 0.23 -0.78 1.45
H 8.6398 9.5442 7.0022 -0.21 -0.17 -0.42
H 9.7517 8.6145 5.9515 0.32 0.17 -0.97
H 10.2247 9.3226 7.4947 1.41 0.34 0.55
H 7.6547 7.8058 9.7066 -0.12 -0.12 -0.07
H 9.3411 7.8342 10.0054 0.51 -0.12 0.46
H 8.4613 6.2832 9.9848 0.11 -0.86 0.46
H 10.6203 5.8883 6.4298 0.03 -0.21 -0.28
H 10.3264 4.9819 7.9022 -0.49 -0.98 0.34
```
Positions in Å, forces in eV/Å.

Computed properties:
Kohn-Sham gap: 8.12 eV
multiplicity: 1
energy relative to the best compared isomer or geometry (same formula, charge and spin): 0.0 kJ/mol